# C6H10N2O2

One molecule with the formula C6H10N2O2 (wB97M-V/def2-TZVPD, the Open Molecules 2025 dataset).

The geometry in XYZ format:
```
20
Properties=species:S:1:pos:R:3:nbo_charge:R:1
C -0.06724 1.82830 -0.26536 0.30
C -1.06292 1.18246 -1.13053 -0.51
C -1.85684 0.12516 -0.31722 -0.35
C -1.02650 -1.10469 0.02690 -0.42
C -0.11241 -0.76493 1.23465 -0.48
C 1.25617 -0.49406 0.99412 0.02
N 0.46659 2.46244 0.54207 -0.35
N 1.95749 -0.50861 -0.04908 0.36
O 1.61700 -0.77710 -1.22713 -0.59
O 3.25667 -0.18010 0.13507 -0.55
H -1.65168 1.91860 -1.46741 0.24
H -0.62681 0.57480 -2.01288 0.26
H -2.22150 0.60807 0.53662 0.20
H -2.70415 -0.12265 -1.04936 0.21
H -1.83192 -1.82334 0.33234 0.21
H -0.57859 -1.35033 -0.91590 0.25
H -0.41058 0.19215 1.67752 0.25
H -0.05676 -1.64435 1.85556 0.25
H 1.92159 -0.06912 1.79260 0.22
H 3.73238 -0.05271 -0.69258 0.50
```

Results
Gap between HOMO and LUMO, eV: 9.605
Total energy, eV: -13454.6513
LUMO energy, eV: 0.87
Relative energy (zero: lowest compared OMol25 entry of this formula, charge and spin), kcal per mole: 121.99
HOMO energy, Eh: -0.3209
SMILES string: N#CCCCC/C=[N+](\[O-])O

=====

# C6H10N2O3

One molecule with the formula C6H10N2O3 (wB97M-V/def2-TZVPD, the Open Molecules 2025 dataset).

The geometry in XYZ format:
```
21
Properties=species:S:1:pos:R:3:nbo_charge:R:1
C 0.76314 -1.07378 0.27617 0.77
C 1.58351 1.00916 0.14423 0.88
C -1.70699 0.60039 -1.17913 -0.64
C -2.52240 0.31565 1.17103 -0.60
C 3.18571 -0.66969 -0.37715 -0.43
C -1.58712 -0.18247 0.13500 -0.06
N 1.84370 -0.37513 -0.00567 -0.48
N -0.24444 -0.11368 0.76235 -0.16
O 0.51804 -2.24001 0.19365 -0.59
O 2.38724 1.83342 -0.03557 -0.56
O 0.33160 1.17505 0.53417 -0.35
H -1.66552 1.68398 -1.06852 0.23
H -0.96290 0.13292 -1.71880 0.21
H -2.60843 0.49639 -1.74187 0.23
H -2.20510 1.24364 1.47492 0.21
H -2.57088 -0.33483 2.03269 0.21
H -3.50524 0.31516 0.80085 0.21
H 3.60254 -0.24853 -1.31537 0.23
H 3.90855 -0.50878 0.44539 0.22
H 3.27021 -1.73318 -0.57759 0.23
H -1.81521 -1.32566 0.04922 0.24
```

Results
Gap between HOMO and LUMO, eV: 10.754
Total energy, eV: -15505.7316
LUMO energy, eV: 0.74
Relative energy (zero: lowest compared OMol25 entry of this formula, charge and spin), kcal per mole: 52.46
HOMO energy, Eh: -0.3680
SMILES string: CC(C)n1oc(=O)n(C)c1=O